# 1
Here is a molecular structure, C17H21Cl2NO6Pt in a non-equilibrium geometry from OMol25. Energies are from wB97M-V/def2-TZVPD.

Properties
Multiplicity   5
Orbital gap (spin up / spin down)   3.41 / 5.10 eV
Expectation value of S²   6.039
LUMO energy (spin up / spin down)   4.103 / 2.302 eV
Total charge   -2
Energy   -60031.27917 eV

Geometry (Å):
1 C -0.857 0.720 -3.025
2 C -1.661 -0.412 -3.005
3 C -0.853 -1.561 -2.690
4 C -3.114 -0.447 -3.282
5 C 0.470 -1.163 -2.547
6 C 0.534 0.326 -2.643
7 C 1.666 0.929 -3.377
8 C -1.268 2.073 -3.425
9 C -1.348 -2.953 -2.618
10 C 1.657 -2.031 -2.513
11 Pt 0.498 0.682 -0.551
12 Cl -1.901 0.828 -0.123
13 Cl 0.335 3.130 -0.301
14 O 2.480 0.291 -0.558
15 H -3.589 0.509 -3.033
16 H -3.613 -1.236 -2.707
17 H -3.300 -0.644 -4.348
18 H -2.205 -3.023 -1.935
19 H -0.557 -3.612 -2.241
20 H -1.670 -3.341 -3.596
21 H 1.429 -2.976 -2.004
22 H 2.467 -1.522 -1.975
23 H 2.030 -2.284 -3.521
24 H 2.600 0.486 -3.026
25 H 1.687 1.997 -3.154
26 H 1.546 0.768 -4.458
27 H -2.175 2.381 -2.883
28 H -1.494 2.127 -4.503
29 H -0.489 2.812 -3.205
30 H 2.529 -0.379 0.152
31 O 1.813 2.920 -1.492
32 H 2.607 2.679 -0.958
33 O 0.895 -1.439 1.620
34 C 0.661 -0.337 2.142
35 O 0.636 0.818 1.537
36 C 0.376 -0.153 3.619
37 C -0.112 1.097 4.068
38 C -0.302 1.333 5.422
39 C 0.007 0.312 6.345
40 C 0.444 -0.961 5.911
41 C 0.624 -1.184 4.548
42 N -0.026 0.621 7.730
43 O -0.375 1.775 8.070
44 O 0.298 -0.258 8.559
45 H -0.330 1.888 3.353
46 H -0.662 2.295 5.781
47 H 0.647 -1.729 6.657
48 H 0.965 -2.151 4.181

Force components x, y, z for each atom (eV/Å):
C 2.2 -0.1 0.5
C 0.4 -2.3 0.5
C -1.3 1.2 -0.9
C -0.5 0.1 0.0
C -0.2 1.5 -0.7
C -1.8 -0.7 -0.2
C 0.5 0.4 -0.5
C -0.1 0.8 0.1
C -0.2 -0.5 0.3
C 0.5 -0.4 0.5
Pt -0.3 -0.5 2.2
Cl 0.4 -0.3 -0.6
Cl -2.5 0.5 1.9
O -0.3 -0.4 0.0
H 0.1 -0.2 0.0
H 0.1 0.1 -0.1
H 0.0 0.0 0.1
H 0.1 -0.1 -0.1
H -0.3 0.0 -0.1
H 0.0 0.1 0.2
H 0.1 0.2 -0.1
H -0.2 -0.1 -0.1
H -0.3 0.2 0.1
H 0.0 0.2 -0.1
H 0.3 -0.2 -0.2
H 0.1 -0.1 0.0
H 0.2 -0.1 -0.1
H 0.0 -0.2 0.2
H -0.1 -0.2 0.0
H -0.1 0.5 -0.1
O 3.9 0.7 -2.0
H -0.9 0.1 -0.2
O 0.0 0.5 -0.1
C -0.3 0.5 0.9
O 0.1 -0.9 -1.0
C 0.1 -0.2 -0.5
C 0.0 -0.2 0.5
C 0.0 -0.1 -0.6
C 0.2 0.4 1.3
C 0.0 -0.1 -0.4
C -0.2 0.5 0.2
N -0.1 -0.5 -2.4
O -0.4 1.2 0.6
O 0.3 -1.1 1.1
H 0.1 -0.3 0.1
H 0.1 -0.3 0.0
H 0.0 0.3 -0.2
H 0.0 0.2 0.0

---

# 2
Here is a molecular structure, C17H21ClCoN8O4 from OMol25. Energies are from wB97M-V/def2-TZVPD.

Properties
Multiplicity   4
Orbital gap (spin up / spin down)   6.68 / 6.67 eV
Expectation value of S²   3.757
LUMO energy (spin up / spin down)   4.547 / 4.547 eV
Total charge   -2
Energy   -88234.77948 eV

Geometry (Å):
1 Co -0.402 -0.542 0.858
2 O 2.775 1.596 2.568
3 C 1.985 0.838 1.993
4 O 0.769 0.620 2.236
5 C 2.539 0.078 0.769
6 C 3.855 0.205 0.346
7 C 4.245 -0.490 -0.786
8 C 3.323 -1.285 -1.453
9 C 2.028 -1.355 -0.965
10 N 1.662 -0.677 0.117
11 H 4.519 0.839 0.916
12 H 5.264 -0.415 -1.148
13 H 3.595 -1.848 -2.336
14 H 1.237 -1.936 -1.424
15 Cl -2.556 0.016 1.933
16 C -1.538 -2.721 -0.808
17 O -1.027 -1.438 -0.794
18 H -2.478 -2.820 -0.234
19 H -0.849 -3.473 -0.387
20 H -1.772 -3.052 -1.839
21 N -1.769 -2.881 3.136
22 C -0.643 -3.273 2.470
23 O 0.052 -2.435 1.868
24 C -0.276 -4.665 2.537
25 C 0.892 -5.125 1.897
26 N 1.840 -5.539 1.377
27 C -1.078 -5.586 3.230
28 N -1.767 -6.311 3.819
29 H -2.132 -1.969 2.867
30 H -2.438 -3.592 3.380
31 C 0.486 1.769 -1.375
32 N 0.208 2.990 -2.150
33 C 0.022 4.090 -1.196
34 N -1.059 3.841 -0.246
35 C -0.745 2.603 0.487
36 N -0.586 1.462 -0.430
37 C -1.839 1.291 -1.191
38 N -2.173 2.508 -1.953
39 C -1.063 2.795 -2.855
40 C -2.290 3.617 -1.007
41 H 1.421 1.909 -0.828
42 H 0.599 0.927 -2.060
43 H -0.199 5.004 -1.758
44 H 0.952 4.233 -0.641
45 H -1.543 2.367 1.190
46 H 0.180 2.740 1.048
47 H -2.635 1.060 -0.485
48 H -1.718 0.437 -1.855
49 H -1.287 3.704 -3.424
50 H -0.951 1.961 -3.552
51 H -3.097 3.395 -0.306
52 H -2.535 4.531 -1.558

Force components x, y, z for each atom (eV/Å):
Co 0.0 -0.2 -0.2
O 0.0 0.1 0.1
C 0.1 -0.1 -0.3
O 0.0 0.0 0.1
C -0.1 0.0 0.2
C -0.1 -0.1 0.0
C 0.1 0.0 0.0
C -0.1 -0.1 0.0
C 0.1 0.0 0.1
N -0.1 0.1 0.0
H 0.0 0.0 0.0
H 0.0 0.0 0.0
H 0.0 0.0 0.0
H 0.0 0.0 0.0
Cl 0.0 0.0 0.0
C -0.2 -0.1 0.1
O 0.3 0.1 0.1
H 0.0 0.0 0.0
H 0.0 0.0 0.0
H 0.0 0.0 0.0
N 0.0 -0.1 -0.1
C -0.1 0.1 0.2
O 0.1 0.1 -0.1
C 0.0 0.1 0.0
C 0.0 0.0 -0.1
N 0.0 0.0 0.0
C 0.0 -0.1 0.1
N 0.0 0.0 0.0
H 0.0 0.0 0.0
H 0.0 0.0 0.0
C 0.0 0.0 -0.1
N 0.0 0.0 0.0
C 0.0 0.0 0.0
N 0.0 0.0 0.0
C 0.0 0.1 0.0
N -0.2 -0.1 0.1
C 0.0 0.0 0.0
N 0.0 0.0 0.0
C 0.0 0.0 0.0
C 0.0 0.0 0.0
H 0.0 0.0 0.0
H 0.0 0.0 0.0
H 0.0 0.0 0.0
H 0.0 0.0 0.0
H 0.0 0.0 0.0
H 0.0 0.0 0.0
H 0.0 0.0 0.0
H 0.0 0.0 0.0
H 0.0 0.0 0.0
H 0.0 0.0 0.0
H 0.0 0.0 0.0
H 0.0 0.0 0.0

---

# 3
Here is a single C17H21ClN6 molecule in a non-equilibrium geometry from OMol25. Energies are from wB97M-V/def2-TZVPD.

Properties
Orbital gap   8.51 eV
LUMO energy   0.691 eV
Total charge   0
Energy   -39434.35531 eV

Geometry (Å):
1 C -2.394 -4.396 1.880
2 C -1.844 -3.794 0.592
3 C -2.848 -2.842 -0.055
4 C -2.346 -2.265 -1.383
5 N -1.166 -1.452 -1.236
6 C -1.214 -0.172 -0.813
7 N -0.008 0.372 -0.543
8 C 0.067 1.637 -0.174
9 N 1.261 2.229 0.109
10 C 2.548 1.717 0.077
11 C 3.605 2.560 0.423
12 C 4.904 2.095 0.407
13 C 5.208 0.786 0.051
14 C 6.615 0.281 0.034
15 C 4.138 -0.037 -0.291
16 Cl 4.443 -1.680 -0.744
17 C 2.828 0.402 -0.284
18 C -1.121 2.396 -0.064
19 C -1.561 3.694 0.275
20 N -2.866 3.778 0.190
21 N -3.328 2.573 -0.197
22 C -4.729 2.338 -0.382
23 C -2.317 1.700 -0.366
24 N -2.399 0.424 -0.738
25 H -3.304 -4.958 1.681
26 H -2.626 -3.612 2.597
27 H -1.666 -5.068 2.330
28 H -1.603 -4.597 -0.109
29 H -0.922 -3.254 0.816
30 H -3.784 -3.372 -0.240
31 H -3.057 -2.012 0.623
32 H -2.116 -3.073 -2.082
33 H -3.121 -1.626 -1.812
34 H -0.272 -1.907 -1.144
35 H 1.193 3.199 0.383
36 H 3.405 3.584 0.704
37 H 5.709 2.763 0.677
38 H 7.308 1.062 0.336
39 H 6.722 -0.567 0.709
40 H 6.883 -0.061 -0.966
41 H 2.017 -0.251 -0.555
42 H -0.988 4.552 0.571
43 H -5.252 3.267 -0.169
44 H -4.926 2.026 -1.409
45 H -5.072 1.553 0.294

Force components x, y, z for each atom (eV/Å):
C 0.2 0.0 -0.2
C -0.3 0.1 0.1
C 0.4 -0.1 -0.2
C -0.4 0.0 0.2
N 0.3 -0.3 0.0
C -0.3 0.5 0.0
N 0.5 0.2 0.1
C -0.4 -0.1 0.0
N -0.5 0.5 0.1
C 0.7 -0.4 0.0
C -0.1 0.0 0.0
C -0.1 -0.1 0.0
C 0.0 -0.1 0.0
C 0.0 0.0 0.0
C 0.1 0.4 0.1
Cl 0.0 -0.2 -0.1
C -0.1 -0.1 0.0
C -0.7 -0.4 -0.2
C -0.1 -0.1 0.0
N -0.1 0.8 0.2
N 0.5 -0.3 -0.1
C -0.4 -0.2 -0.1
C 1.0 0.3 0.2
N -0.3 -0.3 -0.1
H -0.1 -0.1 0.0
H 0.0 0.1 0.1
H 0.0 -0.1 0.1
H 0.1 0.0 -0.1
H 0.1 0.0 -0.1
H -0.1 0.0 0.0
H -0.1 0.0 0.0
H 0.0 0.1 0.0
H 0.1 -0.2 -0.1
H 0.0 0.1 0.0
H 0.0 -0.2 -0.1
H 0.0 0.1 0.0
H 0.1 0.1 0.0
H 0.1 0.0 0.0
H 0.1 0.0 0.0
H 0.1 0.0 0.0
H 0.1 0.0 0.0
H 0.0 0.2 0.1
H 0.1 -0.1 0.0
H 0.0 0.0 0.1
H 0.0 0.0 0.0

---

# 4
Here is a molecular structure, C17H21F2O21Pb in a non-equilibrium geometry from OMol25. Energies are from wB97M-V/def2-TZVPD.

Properties
Orbital gap   5.64 eV
LUMO energy   1.528 eV
Total charge   -1
Energy   -71653.02245 eV

Geometry (Å):
1 Pb 1.325 0.177 -1.100
2 O -0.607 3.650 -3.716
3 C 0.432 2.736 -3.654
4 O 0.379 1.840 -2.747
5 O 1.323 2.850 -4.499
6 H -0.297 4.077 -4.538
7 O 0.871 -2.548 -4.982
8 C 1.328 -1.431 -4.333
9 O 1.807 -0.538 -5.049
10 O 1.133 -1.346 -3.076
11 H 1.035 -2.279 -5.898
12 O 5.704 1.916 -1.970
13 C 4.529 1.410 -2.461
14 O 4.473 1.333 -3.709
15 O 3.587 1.057 -1.682
16 H 6.160 1.869 -2.841
17 C 1.608 -5.730 1.876
18 C 0.284 -5.018 1.567
19 C -0.102 -3.939 2.637
20 O 0.035 -2.726 1.945
21 C 0.310 -2.936 0.627
22 O 0.385 -2.082 -0.186
23 O 0.444 -4.233 0.398
24 H 2.095 -6.078 0.969
25 H 1.394 -6.535 2.580
26 H 2.276 -5.027 2.377
27 H -0.585 -5.662 1.455
28 H 0.537 -3.966 3.520
29 H -1.131 -4.144 2.938
30 C -4.354 2.693 -3.057
31 C -4.239 1.876 -1.775
32 C -4.667 0.401 -1.912
33 O -3.507 -0.360 -1.551
34 C -2.476 0.479 -1.326
35 O -1.368 0.173 -1.036
36 O -2.841 1.752 -1.548
37 H -4.138 3.745 -2.865
38 H -5.365 2.602 -3.463
39 H -3.598 2.394 -3.782
40 H -4.821 2.338 -0.975
41 H -4.935 0.236 -2.954
42 H -5.446 0.198 -1.183
43 C 2.301 0.095 4.461
44 C 3.794 -0.361 4.426
45 O 3.903 -0.825 3.098
46 C 2.817 -0.532 2.365
47 O 2.729 -0.559 1.184
48 O 1.808 -0.194 3.204
49 F 3.918 -1.466 5.235
50 H 2.166 1.115 4.837
51 H 1.838 -0.517 5.241
52 H 4.459 0.450 4.715
53 C -1.956 3.701 2.497
54 C -2.735 2.387 2.544
55 O -1.858 1.492 1.878
56 C -0.671 2.080 1.597
57 O 0.244 1.519 1.092
58 O -0.673 3.343 2.012
59 F -3.844 2.518 1.741
60 H -1.817 4.089 3.509
61 H -2.364 4.458 1.833
62 H -3.033 1.982 3.508

Force components x, y, z for each atom (eV/Å):
Pb 0.8 1.0 -3.6
O -0.2 0.2 -0.5
C 2.2 -2.0 0.3
O -0.9 0.6 0.6
O -0.8 0.7 0.1
H -0.5 0.2 0.4
O -0.3 -0.8 0.1
C 0.5 3.3 0.1
O -0.2 -1.2 0.1
O -0.1 -1.0 0.6
H 0.0 -0.2 0.1
O 0.5 -0.3 0.0
C -2.4 -0.9 -2.7
O 0.8 0.1 1.3
O 0.6 0.3 1.3
H 0.1 0.5 0.8
C -0.8 0.3 0.3
C 0.6 0.6 1.0
C 0.0 -1.3 -0.4
O -0.1 0.7 0.2
C -0.4 0.2 0.5
O 0.0 -0.2 0.1
O 0.0 -0.7 -0.7
H -0.1 -0.2 0.0
H 0.2 -0.2 -0.1
H 0.1 0.0 -0.1
H 0.3 -0.4 -0.4
H 0.1 0.1 -0.1
H -0.1 0.6 0.1
C -0.3 0.2 0.2
C 0.3 -0.3 -1.4
C 0.3 0.6 0.1
O -0.3 0.0 0.0
C 0.3 0.7 -0.6
O -0.3 -0.6 0.4
O -0.1 0.4 1.2
H -0.1 0.0 0.1
H 0.0 0.1 -0.1
H -0.1 -0.3 0.0
H 0.6 0.2 0.3
H -0.2 -0.6 0.1
H -0.2 -0.4 -0.3
C 0.9 -0.5 2.0
C -2.3 -0.5 -0.6
O 1.7 0.5 0.4
C -0.8 0.4 -0.3
O 0.4 -0.6 0.8
O -0.7 0.5 -0.7
F 0.5 0.5 0.1
H 0.1 0.2 -0.9
H -0.2 -0.2 -0.3
H 0.6 -0.5 -0.2
C 0.5 0.1 1.1
C 0.6 0.1 -2.0
O -0.8 -0.2 0.8
C 0.5 -0.6 -0.4
O -0.2 0.3 0.5
O 0.2 0.5 0.0
F -0.3 -0.2 0.4
H -0.1 0.2 -0.2
H -0.4 -0.2 0.0
H -0.1 0.1 0.0

---

# 5
Here is a single C17H21F3N2O3S molecule in a non-equilibrium geometry from OMol25. Energies are from wB97M-V/def2-TZVPD.

Properties
Orbital gap   9.20 eV
LUMO energy   0.210 eV
Total charge   0
Energy   -46081.86710 eV

Geometry (Å):
1 C -5.121 3.362 2.662
2 C -3.915 2.754 1.989
3 N -3.835 1.481 1.668
4 C -2.618 1.213 1.065
5 O -2.244 -0.028 0.603
6 C -3.282 -0.970 0.422
7 C -2.693 -2.246 -0.139
8 F -1.612 -2.658 0.596
9 F -3.544 -3.290 -0.180
10 F -2.316 -1.982 -1.405
11 C -1.790 2.320 0.997
12 C -0.443 2.363 0.435
13 O 0.260 3.360 0.543
14 N 0.045 1.214 -0.164
15 C 1.427 0.982 -0.474
16 C 1.502 0.235 -1.820
17 C 0.740 -1.073 -1.776
18 C 1.314 -1.929 -0.656
19 C 1.294 -1.225 0.707
20 C 2.062 0.106 0.618
21 C 3.532 -0.198 0.234
22 C 3.561 -0.990 -1.131
23 O 4.923 -1.296 -1.465
24 C 2.771 -2.294 -1.042
25 C 2.909 -0.127 -2.228
26 S -2.491 3.753 1.641
27 H -5.043 3.100 3.751
28 H -5.173 4.412 2.531
29 H -6.020 2.936 2.242
30 H -4.054 -0.596 -0.260
31 H -3.715 -1.200 1.388
32 H -0.548 0.415 -0.022
33 H 1.991 1.916 -0.571
34 H 1.033 0.896 -2.571
35 H 0.817 -1.594 -2.741
36 H -0.336 -0.847 -1.572
37 H 0.670 -2.815 -0.593
38 H 1.694 -1.856 1.530
39 H 0.269 -1.021 0.972
40 H 1.994 0.649 1.582
41 H 4.102 0.699 0.169
42 H 4.034 -0.788 1.023
43 H 5.442 -1.533 -0.693
44 H 2.765 -2.766 -2.030
45 H 3.193 -2.963 -0.298
46 H 2.895 -0.641 -3.197
47 H 3.552 0.764 -2.337

Force components x, y, z for each atom (eV/Å):
C 0.7 -1.5 0.8
C 0.3 0.3 -0.1
N 0.5 0.2 -0.5
C -0.2 1.7 0.6
O -0.5 0.6 0.2
C -0.7 -0.2 0.8
C 0.8 -0.2 -0.1
F -0.8 0.4 -0.8
F 0.1 0.8 0.2
F 0.3 -0.6 0.2
C 0.2 -1.3 -0.7
C 2.2 -0.3 -0.4
O -0.4 0.2 0.0
N -1.4 1.3 0.7
C 0.7 -0.6 -0.3
C -0.5 0.4 -0.7
C -1.2 0.6 0.7
C 0.2 -1.0 0.0
C 0.3 0.2 0.0
C 0.5 -0.3 0.3
C -1.0 -1.2 -0.3
C 0.4 0.0 0.9
O -0.2 0.5 -0.8
C -1.0 0.5 0.3
C 1.6 0.7 0.3
S -1.1 -1.8 0.1
H -0.3 0.4 -0.9
H 0.2 1.0 0.0
H -0.2 -0.3 0.0
H 0.1 -0.1 0.1
H -0.3 0.0 0.2
H 0.2 -0.1 -0.3
H -0.4 0.0 0.2
H 0.3 -0.2 0.1
H -0.1 0.1 0.3
H 0.7 -0.4 -0.4
H 0.4 -0.1 0.1
H -0.1 0.2 -0.6
H -0.4 0.0 0.3
H 0.2 -0.2 -0.4
H 0.5 0.9 -0.4
H -0.3 -0.1 -0.2
H -0.3 0.0 0.2
H 0.2 -0.1 0.2
H 0.2 -0.2 0.1
H 0.1 0.0 0.2
H -0.2 -0.1 -0.1